Record 1
The following is a DFT calculation (wB97M-V/def2-TZVPD) of C4H5NO in the gas phase in a non-equilibrium geometry.

Last column: Löwdin charge in e.
Atoms and positions in Å:
N1 -0.41983 -1.89998 -0.35863  0.12
C1 -0.21029 -0.54845 -0.11359  -0.43
C2 1.00461 -0.04406 0.14047  -0.04
C3 0.78187 1.36431 0.41586  -0.06
C4 -0.56104 1.54794 0.29376  -0.13
O1 -1.19253 0.37568 -0.04673  0.05
H1 -1.35833 -2.21985 -0.26126  0.08
H2 -0.01109 -2.26766 -1.20402  0.09
H3 1.71448 -0.86431 0.03877  0.12
H4 1.47158 2.15463 0.69410  0.10
H5 -1.21944 2.40175 0.40128  0.12

## Properties
energy relative to the best compared isomer or geometry (same formula, charge and spin) = 103.7 kJ/mol
energy = -7765.452 eV
orbital gap = 9.030 eV
LUMO level = 0.0379 Ha
net charge = 0

=====

Record 2
The following is a DFT calculation (wB97M-V/def2-TZVPD) of 2 unconnected molecules or ions with the total composition C6H13N.

Last column: Löwdin charge in e.
Atoms and positions in Å:
C1 1.80936 -0.91877 -0.31165  -0.10
C2 1.33058 0.49280 -0.15225  -0.20
C3 1.81360 1.60941 -0.69084  -0.18
C4 1.18993 2.95545 -0.40214  -0.11
H1 2.24452 -1.29608 0.61316  0.07
H2 0.95866 -1.53227 -0.61034  0.05
H3 2.57356 -0.98902 -1.08756  0.07
H4 0.51129 0.63344 0.55176  0.10
H5 2.65861 1.56993 -1.36946  0.10
H6 0.20625 2.87795 0.05863  0.07
H7 1.02167 3.47895 -1.34595  0.07
H8 1.84348 3.52752 0.25640  0.07
C5 -2.25328 -1.92571 1.66985  -0.03
C6 -2.66965 -1.26756 0.58614  -0.31
N1 -2.22384 -1.49100 -0.72327  0.02
H9 -1.51254 -2.71110 1.61075  0.04
H10 -2.64268 -1.64239 2.63646  0.04
H11 -3.47668 -0.54938 0.66457  0.10
H12 -1.48995 -2.17901 -0.79057  0.06
H13 -1.89287 -0.64316 -1.16370  0.07

## Properties
energy relative to the best compared isomer or geometry (same formula, charge and spin) = 119.4 kJ/mol
energy = -7921.596 eV
orbital gap = 9.621 eV
LUMO level = 0.0382 Ha
net charge = 0

=====

Record 3
The following is a DFT calculation (wB97M-V/def2-TZVPD) of C3H6INO2S in the gas phase in a non-equilibrium geometry.

Last column: Löwdin charge in e.
Atoms and positions in Å:
C1 0.06138 0.77071 -1.38210  -0.22
C2 0.00640 0.14736 1.40046  -0.19
C3 -0.96611 -1.24511 -0.25616  -0.66
N1 -0.21342 -1.15245 0.79554  -0.19
O1 1.43337 2.25152 0.20136  -0.39
O2 2.19337 -0.22428 -0.16332  -0.35
S1 1.19788 0.80159 -0.03458  0.61
I1 -2.93115 -0.49575 -0.16353  0.85
H1 0.19476 0.05534 -2.23787  0.04
H2 -0.53770 1.75303 -1.46141  0.07
H3 -0.88501 0.90772 1.51879  0.11
H4 0.68448 0.10185 2.28043  0.11
H5 -0.89687 -2.08227 -1.02125  0.10
H6 0.65860 -1.58926 0.52364  0.12

## Properties
energy relative to the best compared isomer or geometry (same formula, charge and spin) = 296.7 kJ/mol
energy = -27724.719 eV
orbital gap (spin up / spin down) = 7.512 / 7.507 eV
LUMO level (spin up / spin down) = -0.0205 / -0.0206 Ha
net charge = 0

=====

Record 4
The following is a DFT calculation (wB97M-V/def2-TZVPD) of 7 unconnected molecules or ions with the total composition C6H27NO7 in a non-equilibrium geometry.

Last column: Löwdin charge in e.
Atoms and positions in Å:
C1 -0.98599 1.31642 2.66926  -0.08
C2 -1.82315 0.22029 3.52388  -0.22
C3 -0.95037 -0.96990 3.50807  -0.23
C4 -1.07850 -1.89734 2.27439  -0.17
C5 -0.80878 -1.33439 0.96688  -0.45
N1 -1.86100 -1.76803 0.11386  0.03
C6 0.61491 -1.45540 0.28444  -0.16
O1 1.58958 -0.97758 1.20655  -0.06
H1 -1.34061 1.45260 1.66056  0.03
H2 0.05914 0.98120 2.58226  0.08
H3 -1.19242 2.18794 3.20688  0.04
H4 -2.93684 0.12532 3.21735  0.13
H5 -2.16576 0.54814 4.49049  0.08
H6 -1.18966 -1.43700 4.49212  0.12
H7 0.04882 -0.77108 3.64882  0.07
H8 -0.61153 -2.80628 2.45299  0.09
H9 -2.04426 -2.41015 2.35806  0.12
H10 -1.01381 -0.30810 1.11659  0.08
H11 -1.71076 -2.79954 -0.08168  0.10
H12 -2.01449 -1.31135 -0.81194  0.08
H13 0.53152 -2.51102 0.04348  0.11
H14 0.86919 -0.74852 -0.63303  0.14
H15 2.17614 -1.64270 1.53966  0.08
O2 3.37929 2.27426 -2.16443  -0.02
H16 3.68867 2.82147 -1.47325  0.04
H17 3.61540 1.46205 -1.75904  0.00
O3 0.71644 1.68350 -2.80883  -0.13
H18 0.60403 2.64802 -3.00728  0.07
H19 1.70355 1.84666 -2.57176  0.03
O4 -1.87835 0.69016 -2.79757  -0.07
H20 -1.63679 0.11979 -3.53862  0.04
H21 -1.24620 0.57702 -2.07192  0.00
O5 3.83083 -0.46060 -2.22174  -0.04
H22 4.25800 -1.31063 -1.76894  0.14
H23 3.18851 -0.77415 -2.74055  -0.09
O6 -3.20583 2.47994 1.53958  -0.06
H24 -3.10112 1.77378 0.88142  0.05
H25 -3.94988 2.28636 2.09400  0.03
O7 1.31266 -0.93178 -3.56079  -0.06
H26 1.68663 -0.52636 -4.28589  0.00
H27 0.98600 -0.43874 -2.74144  0.04

## Properties
energy relative to the best compared isomer or geometry (same formula, charge and spin) = 457.8 kJ/mol
energy = -22478.904 eV
orbital gap = 9.282 eV
LUMO level = 0.0096 Ha
net charge = 0

=====

Record 5
The following is a DFT calculation (wB97M-V/def2-TZVPD) of a molecular structure, C17H15BrCaO2 in a non-equilibrium geometry.

Last column: Löwdin charge in e.
Atoms and positions in Å:
C1 -1.08755 -1.22825 -3.65021  -0.24
C2 -1.13172 -2.24418 -2.63159  -0.26
C3 -1.85968 -1.70031 -1.49340  -0.31
H1 -0.58429 -3.20009 -2.63400  0.07
C4 -2.25014 -0.34106 -1.82068  -0.26
C5 -1.77137 -0.05314 -3.15990  -0.23
H2 -1.81102 0.94027 -3.63583  0.07
H3 -0.52163 -1.30120 -4.58860  0.07
H4 -1.95639 -2.16277 -0.50388  0.07
H5 -2.74966 0.36121 -1.14265  0.08
Ca1 0.14091 -0.43828 -1.40605  0.93
Br1 1.04831 -2.43080 -0.10827  -0.06
C6 2.23523 0.77841 -1.41343  -0.29
C7 1.39701 1.55908 -2.29358  -0.24
C8 1.24178 0.80359 -3.53269  -0.24
H6 0.85685 2.48368 -2.02267  0.08
C9 1.95540 -0.43789 -3.40006  -0.23
C10 2.57559 -0.46216 -2.09745  -0.30
H7 3.13385 -1.30096 -1.65997  0.04
H8 2.43224 0.98605 -0.35111  0.08
H9 0.57432 1.09078 -4.35888  0.07
H10 1.93219 -1.29023 -4.09652  0.08
O1 -1.97719 -0.33983 1.22331  -0.03
C11 -0.82394 0.11817 1.43380  -0.64
O2 0.10863 0.32542 0.60734  -0.26
C12 -0.47443 0.49499 2.86318  -0.10
C13 -1.44664 0.39764 3.88448  -0.03
C14 -1.13206 0.71003 5.21102  -0.12
C15 0.16616 1.12707 5.54905  -0.14
C16 1.14285 1.22946 4.54670  -0.11
C17 0.82563 0.91818 3.22111  -0.02
H11 -2.45876 0.06745 3.63583  0.11
H12 -1.89590 0.62800 5.99073  0.08
H13 0.41522 1.36753 6.58468  0.08
H14 2.15645 1.54964 4.80262  0.09
H15 1.59374 0.99449 2.44754  0.11

## Properties
energy relative to the best compared isomer or geometry (same formula, charge and spin) = 90.0 kJ/mol
energy = -110451.476 eV
orbital gap = 5.586 eV
LUMO level = 0.1832 Ha
net charge = -2

=====

Record 6
The following is a DFT calculation (wB97M-V/def2-TZVPD) of a molecular structure, C30H26GeN2OsS2 in a non-equilibrium geometry.

Last column: Löwdin charge in e.
Atoms and positions in Å:
Os1 1.26911 0.00327 0.00248  0.98
C1 -2.70199 -0.61655 1.47036  -0.02
C2 -2.66177 0.13517 2.64566  0.03
C3 -1.49638 0.79633 3.04070  0.03
C4 -0.35954 0.70446 2.26280  -0.16
C5 -0.38315 -0.09477 1.08335  -0.30
C6 -1.56389 -0.74936 0.69511  -0.10
C7 0.87507 1.46392 2.47949  -0.20
C8 1.07279 2.43476 3.45229  0.05
C9 2.22072 3.19529 3.41893  0.09
C10 3.20383 2.97581 2.43378  -0.12
C11 4.38517 3.74923 2.34436  0.03
C12 5.31049 3.48693 1.37495  -0.01
C13 5.10454 2.42425 0.47143  -0.01
C14 3.96950 1.65503 0.53654  -0.05
C15 2.98844 1.93593 1.50138  -0.20
N1 1.81221 1.20949 1.53988  -0.06
H1 -3.62879 -1.08257 1.16149  0.13
H2 -3.55566 0.22998 3.24887  0.14
H3 -1.50726 1.39549 3.94220  0.13
H4 -1.60225 -1.31902 -0.22575  0.10
H5 0.31473 2.62164 4.19899  0.13
H6 2.36909 3.98369 4.14820  0.15
H7 4.54656 4.55302 3.05195  0.14
H8 6.20520 4.08953 1.29825  0.14
H9 5.85886 2.21484 -0.27601  0.13
H10 3.83963 0.82235 -0.15599  0.07
Ge1 2.02497 -2.25438 0.74610  0.88
C16 0.94499 -3.92221 0.60761  -0.24
C17 -0.37931 -4.04604 0.99265  -0.07
C18 -1.01246 -5.27089 0.83135  0.09
C19 -0.28120 -6.42292 0.34091  0.10
C20 1.04291 -6.30154 -0.06533  0.00
C21 1.66011 -5.08295 0.08840  0.01
C22 2.78344 -2.22649 2.59263  -0.24
C23 4.08826 -1.61652 2.75882  -0.04
C24 4.69402 -1.58609 3.98121  0.01
C25 4.03723 -2.18568 5.07378  0.11
C26 2.72872 -2.77784 4.92490  0.06
C27 2.12502 -2.80192 3.69416  -0.06
H11 3.26890 -2.48731 -0.13599  -0.01
H12 -0.93471 -3.20463 1.38241  0.10
H13 -2.06552 -5.37318 1.06715  0.15
H14 -0.76673 -7.39234 0.32357  0.15
H15 1.58609 -7.15213 -0.45412  0.15
H16 2.70659 -4.99412 -0.18076  0.12
H17 4.60502 -1.19988 1.90221  0.11
H18 5.67191 -1.14005 4.10539  0.14
H19 4.53123 -2.22812 6.03838  0.15
H20 2.23509 -3.21385 5.78513  0.15
H21 1.15684 -3.27265 3.58506  0.12
S1 0.60787 -0.67189 -2.10415  0.61
C28 1.84674 -0.34294 -3.28700  -1.00
N2 1.53720 0.05456 -4.48187  0.00
C29 2.66037 0.39979 -5.37610  -0.14
C30 3.87538 -0.34171 -4.82302  -0.33
S2 3.52869 -0.56356 -3.03453  0.98
H22 0.57563 0.19916 -4.77542  0.18
H23 2.79563 1.48184 -5.35144  0.15
H24 2.43296 0.10456 -6.39807  0.15
H25 4.79715 0.22050 -4.94500  0.10
H26 4.00163 -1.33289 -5.25288  0.10

## Properties
spin multiplicity = 5
energy = -115122.246 eV
orbital gap (spin up / spin down) = 6.733 / 4.168 eV
LUMO level (spin up / spin down) = -0.4506 / -0.5493 Ha
net charge = +4